1.
The following is a DFT calculation (wB97M-V/def2-TZVPD) of a structure of composition C22H36N8O6P2RhS.

Element x y z (Å)
Rh 0.002 -0.119 -0.293
N 0.483 -4.625 -0.892
C 0.200 -3.332 -0.660
S 1.414 -2.146 -0.811
N -1.082 -3.094 -0.316
N -1.303 -1.833 -0.035
C -2.668 -1.492 0.124
C -2.791 -0.217 0.929
C -4.019 0.209 1.408
C -4.071 1.375 2.154
C -2.898 2.071 2.406
C -1.712 1.579 1.888
N -1.665 0.463 1.161
H 1.384 -4.891 -1.245
H -0.271 -5.290 -0.887
H -3.237 -2.302 0.585
H -4.911 -0.365 1.196
H -5.014 1.732 2.544
H -2.898 2.977 2.994
H -0.758 2.064 2.051
C -0.576 3.194 -1.684
N 0.749 3.486 -1.140
C 0.772 4.512 -0.111
P 1.936 2.395 -1.399
O 1.442 1.018 -1.641
O 2.860 2.476 -0.069
P 2.636 1.715 1.346
O 1.356 0.969 1.384
N 3.913 0.723 1.584
C 5.261 1.273 1.555
C 3.846 -0.694 1.242
N 2.679 2.983 2.386
C 2.395 2.664 3.783
C 3.452 4.203 2.219
N 2.899 2.897 -2.616
C 3.863 1.953 -3.173
C 3.316 4.291 -2.693
H -1.041 4.124 -2.013
H -1.221 2.725 -0.931
H -0.499 2.520 -2.534
H 0.233 5.389 -0.471
H 1.793 4.813 0.111
H 0.303 4.166 0.816
H 5.272 2.295 1.930
H 5.674 1.268 0.541
H 5.908 0.673 2.197
H 2.821 -1.046 1.323
H 4.474 -1.249 1.939
H 4.199 -0.878 0.223
H 1.778 1.768 3.843
H 1.846 3.492 4.235
H 3.316 2.499 4.350
H 3.712 4.357 1.175
H 4.374 4.175 2.810
H 2.861 5.055 2.564
H 3.467 0.943 -3.104
H 4.824 2.007 -2.651
H 4.024 2.194 -4.224
H 2.504 4.943 -2.378
H 3.559 4.529 -3.729
H 4.201 4.486 -2.077
O -5.458 -1.722 -2.612
C -4.808 -1.052 -3.591
C -5.392 -0.915 -4.850
C -4.752 -0.221 -5.856
C -3.508 0.358 -5.632
C -2.925 0.226 -4.392
C -3.549 -0.475 -3.353
C -2.798 -0.548 -2.080
O -3.352 -1.325 -1.157
O -1.753 0.068 -1.919
H -6.287 -2.061 -2.966
H -6.364 -1.361 -5.029
H -5.229 -0.133 -6.823
H -3.003 0.899 -6.419
H -1.954 0.655 -4.191

Values from the calculation:
HOMO (spin up / spin down), eV: -9.5 / -10.6
Net charge: +1
Spin multiplicity: 5
HOMO-LUMO gap (spin up / spin down), eV: 7.648 / 7.803
Relative energy (zero: lowest compared OMol25 entry of this formula, charge and spin), kcal/mol: 0.0
LUMO energy (spin up / spin down), eV: -1.89 / -2.78



2.
The following is a DFT calculation (wB97M-V/def2-TZVPD) of a structure of composition C22H36O2P2Tc.

Element x y z (Å)
P -0.260 -1.806 -5.187
P -0.286 2.188 -5.406
C -0.697 -0.523 -6.425
C 0.071 0.821 -6.527
H -1.781 -0.348 -6.332
H -0.564 -1.035 -7.400
H 1.161 0.654 -6.566
H -0.179 1.241 -7.520
C -1.746 3.093 -6.006
H -1.971 3.952 -5.356
H -2.627 2.439 -6.058
H -1.544 3.480 -7.013
C 1.071 3.391 -5.569
H 0.995 3.926 -6.526
H 2.041 2.874 -5.512
H 1.000 4.121 -4.751
C -1.545 -3.060 -5.327
H -1.474 -3.767 -4.492
H -1.409 -3.611 -6.270
H -2.530 -2.576 -5.337
C 1.150 -2.633 -6.032
H 1.938 -1.914 -6.295
H 0.820 -3.135 -6.951
H 1.597 -3.390 -5.375
Tc -1.669 -0.881 0.145
C 0.849 2.389 -2.918
C -0.366 2.060 -3.678
C -1.110 0.683 -3.272
C -0.422 -0.556 -2.678
C 0.528 -1.434 -3.651
C 1.861 -0.963 -3.428
C 2.263 0.395 -3.600
C 1.833 1.445 -2.465
C -0.877 -2.742 0.473
H 0.889 3.421 -2.593
H -1.133 2.860 -3.499
H -1.718 0.316 -4.132
H -1.830 1.015 -2.500
H 0.182 -0.340 -1.775
H -1.239 -1.239 -2.383
H 0.461 -2.472 -3.223
H 2.602 -1.735 -3.191
H 1.901 0.806 -4.562
H 3.369 0.409 -3.614
H 1.530 0.911 -1.552
H 2.742 2.008 -2.208
H -0.158 -2.746 1.319
H -0.326 -3.188 -0.377
H -1.660 -3.484 0.734
O -2.308 0.399 1.682
C -1.117 0.861 1.903
O -0.216 0.407 1.072
C -0.801 1.792 3.013
C -1.804 2.366 3.812
C -1.448 3.017 5.009
C -0.093 3.155 5.346
C 0.892 2.752 4.441
C 0.541 2.063 3.281
H -2.846 2.325 3.494
H -2.206 3.417 5.693
H 0.218 3.614 6.299
H 1.954 2.958 4.635
H 1.325 1.744 2.595

Values from the calculation:
HOMO (spin up / spin down), eV: -10.8 / -10.8
Net charge: +2
Spin multiplicity: 4
HOMO-LUMO gap (spin up / spin down), eV: 3.643 / 3.712
Relative energy (zero: lowest compared OMol25 entry of this formula, charge and spin), kcal/mol: 118.0
LUMO energy (spin up / spin down), eV: -7.14 / -7.06



3.
The following is a DFT calculation (wB97M-V/def2-TZVPD) of a cluster of 6 separate species, C22H37BF2N6O2 in total.

Element x y z (Å)
B -1.774 -1.027 -5.758
N -1.279 -1.436 -4.393
C -1.764 -2.698 -3.949
O -1.213 -3.733 -4.186
F -2.891 -2.676 -3.262
C -1.428 -0.411 -3.496
O -1.682 0.731 -3.788
F -1.211 -0.753 -2.245
H -0.957 -0.766 -6.575
H -2.919 -0.925 -6.044
C 1.815 -2.128 0.724
C 0.894 -0.920 0.840
C 1.678 0.395 0.907
C 2.562 0.406 2.079
N 3.250 0.414 2.995
H 2.461 -2.222 1.599
H 1.233 -3.045 0.650
H 2.449 -2.054 -0.162
H 0.271 -1.026 1.725
H 0.225 -0.893 -0.016
H 1.001 1.245 0.978
H 2.287 0.525 0.011
C -0.599 -4.016 4.871
C 0.881 -4.015 5.238
C 1.787 -3.685 4.048
C 1.623 -4.676 2.977
N 1.490 -5.464 2.157
H -0.825 -4.782 4.128
H -1.210 -4.224 5.750
H -0.905 -3.049 4.468
H 1.152 -4.990 5.645
H 1.056 -3.279 6.025
H 2.833 -3.678 4.355
H 1.548 -2.698 3.649
C 7.620 -0.214 0.330
C 6.592 -0.894 1.227
C 6.225 -2.304 0.751
C 5.640 -2.267 -0.595
N 5.167 -2.231 -1.637
H 7.237 -0.075 -0.682
H 7.873 0.771 0.722
H 8.539 -0.800 0.270
H 5.691 -0.280 1.275
H 6.986 -0.960 2.242
H 5.500 -2.756 1.427
H 7.108 -2.944 0.727
C -3.837 2.422 -0.029
C -3.353 2.482 1.412
C -1.997 1.795 1.597
C -2.082 0.376 1.231
N -2.172 -0.730 0.949
H -3.997 1.391 -0.354
H -4.785 2.949 -0.136
H -3.118 2.882 -0.694
H -4.094 2.018 2.066
H -3.263 3.525 1.720
H -1.666 1.867 2.634
H -1.246 2.275 0.968
C -6.082 5.075 -3.130
C -4.946 5.773 -3.868
C -3.584 5.115 -3.624
C -3.238 5.146 -2.200
N -2.970 5.159 -1.087
H -5.941 5.118 -2.049
H -7.034 5.555 -3.354
H -6.155 4.026 -3.423
H -4.905 6.820 -3.560
H -5.152 5.763 -4.940
H -2.803 5.634 -4.179
H -3.596 4.075 -3.954

Values from the calculation:
HOMO, eV: -11.3
Net charge: 0
SMILES: BN(C(=O)F)C(=O)F.CCCC#N.CCCC#N.CCCC#N.CCCC#N.CCCC#N
Spin multiplicity: 1
HOMO-LUMO gap, eV: 10.500
LUMO energy, eV: -0.82



4.
The following is a DFT calculation (wB97M-V/def2-TZVPD) of a structure of composition C22H37Cl2KO4P.

Element x y z (Å)
K 0.178 0.313 -1.132
C 1.916 2.235 6.512
C 2.287 0.770 6.224
C 1.924 0.352 4.785
C 2.073 1.528 3.811
C 1.039 2.626 4.188
C 0.695 2.628 5.688
P 1.821 0.984 2.065
C 2.968 -0.449 1.773
C 4.391 -0.427 2.384
C 4.925 -1.837 2.668
C 4.561 -2.779 1.524
C 3.030 -2.961 1.425
C 2.265 -1.790 2.066
C 2.637 2.339 1.077
C 1.669 3.512 0.819
C 2.411 4.654 0.130
C 3.481 5.266 1.058
C 3.974 4.258 2.108
C 4.033 2.841 1.540
H 2.749 2.896 6.244
H 1.741 2.381 7.580
H 1.768 0.116 6.930
H 3.357 0.614 6.389
H 0.890 -0.008 4.743
H 2.544 -0.494 4.484
H 3.086 1.933 3.922
H 0.127 2.494 3.599
H 1.434 3.606 3.917
H -0.116 1.919 5.891
H 0.319 3.612 5.977
H 3.060 -0.421 0.679
H 4.420 0.171 3.299
H 5.072 0.062 1.684
H 4.500 -2.220 3.604
H 6.007 -1.798 2.818
H 5.054 -3.746 1.645
H 4.945 -2.356 0.589
H 2.734 -3.896 1.912
H 2.727 -3.036 0.379
H 2.170 -1.935 3.149
H 1.248 -1.765 1.672
H 2.779 1.852 0.107
H 1.249 3.879 1.762
H 0.813 3.174 0.228
H 1.705 5.414 -0.209
H 2.889 4.256 -0.772
H 3.071 6.148 1.560
H 4.333 5.617 0.470
H 3.304 4.268 2.974
H 4.957 4.549 2.487
H 4.480 2.170 2.269
H 4.719 2.840 0.684
C -2.557 2.826 1.055
C -1.833 3.023 -0.273
O -2.035 4.072 -0.900
O -1.066 2.052 -0.606
H -2.934 3.775 1.439
H -1.892 2.348 1.779
H -3.405 2.153 0.900
Cl 3.252 -3.747 -2.602
C 2.237 -2.507 -3.401
Cl 3.279 -1.379 -4.351
C 1.339 -1.710 -2.413
O 0.250 -1.339 -2.913
O 1.797 -1.490 -1.266
H 1.609 -3.015 -4.117

Values from the calculation:
HOMO, eV: -5.4
Net charge: -1
Spin multiplicity: 1
HOMO-LUMO gap, eV: 7.815
Relative energy (zero: lowest compared OMol25 entry of this formula, charge and spin), kcal/mol: 11.7
LUMO energy, eV: 2.46



5.
The following is a DFT calculation (wB97M-V/def2-TZVPD) of a structure of composition C22H37ClFeP2.

Element x y z (Å)
P -0.082 -4.932 -1.695
P 0.860 -4.972 1.695
C 0.287 -6.454 -0.648
C -0.064 -6.297 0.829
H 1.347 -6.705 -0.792
H -0.290 -7.287 -1.068
H -1.148 -6.149 0.981
H 0.201 -7.233 1.346
C 2.393 -5.785 2.250
H 2.846 -5.180 3.047
H 3.113 -5.886 1.426
H 2.157 -6.782 2.646
C -0.021 -4.597 3.206
H 0.112 -5.450 3.888
H -1.097 -4.462 3.038
H 0.406 -3.702 3.677
C 0.615 -5.223 -3.412
H 0.100 -4.561 -4.121
H 0.419 -6.261 -3.703
H 1.696 -5.055 -3.478
C -1.665 -5.935 -2.376
H -2.250 -6.291 -1.518
H -1.348 -6.808 -2.960
H -2.283 -5.283 -3.005
Fe -0.636 0.596 1.057
C 1.453 -3.903 0.410
C 1.503 -4.135 -1.103
C 1.624 -2.835 -1.902
C 0.223 -2.238 -2.284
C -0.900 -3.224 -2.165
C -1.372 -3.903 -0.946
C -1.087 -3.157 0.366
C 0.373 -2.754 0.645
C -1.648 0.583 -0.585
H 2.436 -3.528 0.737
H 2.311 -4.838 -1.357
H 2.167 -3.038 -2.834
H 2.228 -2.106 -1.350
H 0.002 -1.296 -1.759
H 0.290 -1.950 -3.346
H -1.559 -3.277 -3.030
H -2.390 -4.301 -0.938
H -1.502 -3.746 1.197
H -1.695 -2.238 0.360
H 0.642 -1.900 0.030
H 0.434 -2.352 1.665
H -2.573 1.129 -0.308
H -1.884 -0.441 -0.913
H -1.112 1.140 -1.374
Cl -0.254 0.778 3.313
C 0.251 2.136 2.221
C -0.202 3.440 2.493
C 0.230 4.487 1.673
C 1.110 4.243 0.606
C 1.573 2.962 0.327
C 1.147 1.859 1.120
C 1.377 0.460 0.779
H -0.874 3.604 3.331
H -0.101 5.506 1.873
H 1.437 5.077 -0.011
H 2.262 2.771 -0.500
H 1.755 0.232 -0.227
H 1.803 -0.183 1.560

Values from the calculation:
HOMO (spin up / spin down), eV: -4.4 / -4.5
Net charge: 0
Spin multiplicity: 5
HOMO-LUMO gap (spin up / spin down), eV: 4.115 / 3.449
LUMO energy (spin up / spin down), eV: -0.31 / -1.01



6.
The following is a DFT calculation (wB97M-V/def2-TZVPD) of a structure of composition C22H37ClNNiP.

Element x y z (Å)
C 0.385 -0.793 -3.731
C -0.625 -0.192 -4.556
C -1.856 -0.808 -4.272
H -0.423 0.536 -5.339
C -1.674 -1.783 -3.257
C -0.275 -1.821 -2.916
H 0.252 -2.623 -2.416
H 1.452 -0.733 -3.887
H -2.773 -0.646 -4.831
H -2.407 -2.519 -2.931
Ni -0.402 -0.063 -1.954
Cl 0.905 1.688 -2.581
C -2.048 1.934 -1.067
C -3.046 0.895 -1.096
C -3.529 0.801 -2.432
H -3.454 0.390 -0.229
C -2.855 1.780 -3.226
C -1.953 2.489 -2.396
H -1.359 3.351 -2.665
H -1.603 2.371 -0.179
H -4.329 0.141 -2.754
H -3.029 1.994 -4.279
C 2.659 -0.802 -0.807
C 1.959 -1.348 0.435
C 1.387 -2.732 0.116
C 2.983 -1.495 1.550
P 0.528 -0.116 1.007
N -0.485 -0.288 -0.219
C -0.663 -0.848 2.351
C 0.069 -0.788 3.683
C -1.983 -0.082 2.426
C -1.040 -2.293 2.039
C 1.091 1.793 1.548
C 1.536 2.730 0.436
C -0.013 2.516 2.313
C 2.295 1.574 2.462
H 3.492 -1.470 -1.066
H 3.060 0.208 -0.666
H 1.993 -0.754 -1.677
H 2.081 -3.265 -0.546
H 1.284 -3.348 1.017
H 0.426 -2.688 -0.402
H 3.517 -0.566 1.744
H 2.559 -1.860 2.492
H 3.724 -2.231 1.216
H 0.281 0.234 4.017
H -0.575 -1.256 4.438
H 1.005 -1.355 3.652
H -1.865 0.977 2.636
H -2.567 -0.184 1.509
H -2.579 -0.503 3.248
H -1.468 -2.387 1.033
H -0.204 -2.981 2.144
H -1.807 -2.602 2.764
H 0.737 3.016 -0.251
H 1.925 3.651 0.908
H 2.330 2.312 -0.183
H -0.299 2.026 3.247
H 0.347 3.518 2.589
H -0.905 2.671 1.700
H 2.123 0.823 3.238
H 3.179 1.287 1.888
H 2.532 2.517 2.968

Values from the calculation:
HOMO (spin up / spin down), eV: 0.9 / 0.9
Net charge: -2
Spin multiplicity: 3
HOMO-LUMO gap (spin up / spin down), eV: 3.735 / 3.675
Relative energy (zero: lowest compared OMol25 entry of this formula, charge and spin), kcal/mol: 29.0
LUMO energy (spin up / spin down), eV: 4.63 / 4.62



7.
The following is a DFT calculation (wB97M-V/def2-TZVPD) of a structure of composition C22H38AsN4O3OsSSi.

Element x y z (Å)
Os -0.072 0.646 -0.487
C 2.529 3.774 0.512
C 1.808 2.475 0.694
O 0.732 2.355 -0.042
C 2.205 1.548 1.620
C 1.546 0.330 1.958
C 1.953 -0.378 3.218
N 0.567 -0.172 1.249
N -0.080 -1.310 1.731
C -0.793 -1.827 0.760
O -0.894 -1.269 -0.397
C -1.490 -3.114 0.973
C -2.425 -3.545 0.037
C -3.085 -4.750 0.223
C -2.814 -5.525 1.341
C -1.882 -5.096 2.278
C -1.220 -3.893 2.097
H 2.873 3.853 -0.521
H 3.386 3.853 1.176
H 1.849 4.607 0.698
H 3.059 1.808 2.228
H 2.843 0.080 3.642
H 2.130 -1.436 3.032
H 1.147 -0.329 3.953
H -2.632 -2.928 -0.826
H -3.813 -5.082 -0.504
H -3.329 -6.466 1.485
H -1.670 -5.702 3.149
H -0.490 -3.549 2.817
C 1.252 2.641 -3.436
Si -0.540 2.208 -3.142
C -1.425 3.573 -2.228
C -1.419 1.912 -4.767
C -0.604 0.389 -2.388
H 1.335 3.637 -3.875
H 1.709 1.934 -4.132
H 1.826 2.619 -2.510
H -1.345 4.481 -2.832
H -0.993 3.774 -1.247
H -2.485 3.350 -2.098
H -1.387 2.824 -5.369
H -2.467 1.654 -4.607
H -0.955 1.111 -5.345
H 0.130 -0.067 -3.062
H -1.588 -0.047 -2.570
C 4.137 -1.076 -2.434
As 2.502 -1.310 -1.472
C 1.333 -2.431 -2.495
C 2.910 -2.245 0.148
O 1.884 0.230 -1.225
H 4.590 -2.041 -2.653
H 4.813 -0.475 -1.830
H 3.915 -0.550 -3.360
H 1.755 -3.436 -2.514
H 1.244 -2.051 -3.510
H 0.356 -2.440 -2.012
H 3.403 -3.183 -0.103
H 1.994 -2.443 0.703
H 3.579 -1.626 0.746
S -2.270 1.319 0.162
C -2.382 1.521 1.851
N -3.238 2.396 2.385
C -3.240 2.362 3.845
C -2.243 1.222 4.144
N -1.750 0.856 2.814
H -3.703 3.088 1.825
H -4.237 2.152 4.229
H -2.900 3.314 4.252
H -2.729 0.368 4.616
H -1.425 1.553 4.780
H -1.279 -0.024 2.621

Values from the calculation:
HOMO, eV: -10.4
Net charge: +1
Spin multiplicity: 1
HOMO-LUMO gap, eV: 7.279
Relative energy (zero: lowest compared OMol25 entry of this formula, charge and spin), kcal/mol: 5.0
LUMO energy, eV: -3.10



Q: Which calculated total energy values were calculated for the entries above? A: -2940.84187, -1773.03125, -1564.05217, -3023.29935, -3266.69880, -3224.91181, -4319.84525, in Eh.